[1]
# C8H6OS

The molecule C8H6OS in a non-equilibrium geometry (ωB97M-V/def2-TZVPD, the Open Molecules 2025 dataset).

The value obtained for the LUMO energy (alpha / beta) is -1.41 / -1.21 eV. As for the gap between HOMO and LUMO (alpha / beta): 0.289 / 0.278 Ha.

Atoms and positions in Å:
C (-0.617793, 0.195221, 2.143097)
C (-0.891753, -1.051343, 2.664859)
C (-0.538204, 0.270983, 0.759711)
C (-0.725688, -0.948505, 0.279277)
C (0.884071, 0.130108, -2.102820)
C (-0.265775, 0.672077, -1.512357)
C (1.719941, -0.718139, -2.524454)
C (-0.193919, 1.388938, -0.190726)
O (-1.374777, 0.676284, -2.085234)
S (-0.856182, -2.222344, 1.434973)
H (-0.608623, 1.030351, 2.869554)
H (-0.934903, -1.316894, 3.673250)
H (2.621107, -0.435909, -3.271459)
H (1.833820, -1.672165, -2.300662)
H (-0.930314, 2.311615, 0.008950)
H (0.878991, 1.689722, 0.154042)

Cartesian forces (eV/Å) of the 2 atoms listed first:
-0.879 0.518 3.414
1.088 1.146 -1.576

[2]
# C7H16N4O2S

A cluster of 2 separate species, C7H16N4O2S in total in a non-equilibrium geometry (ωB97M-V/def2-TZVPD, the Open Molecules 2025 dataset).

Its charge is +2. The value obtained for the LUMO energy is -6.87 eV. As for the gap between HOMO and LUMO: 0.310 Ha.

Atoms and positions in Å:
C (1.036090, 3.755374, 3.627186)
C (1.828978, 2.761528, 1.871318)
C (-1.046312, -3.611120, -1.391881)
C (-2.347783, -1.749722, -2.834430)
C (-0.747308, -0.933186, -1.282254)
C (0.377622, -1.576652, -1.856781)
C (-1.012461, -2.312126, -2.274518)
N (0.933193, 4.596280, 2.592272)
N (1.212498, 3.907177, 1.536659)
N (1.555014, 2.577572, 3.184460)
N (0.674646, 3.928111, 4.887865)
O (1.144396, 2.301808, -0.542453)
O (3.547762, 1.881277, 0.261632)
S (2.036466, 1.612756, 0.537722)
H (-1.281040, -3.403135, -0.374173)
H (-0.118454, -4.036909, -1.443930)
H (-1.798438, -4.383819, -1.792177)
H (-2.951346, -1.514555, -1.916261)
H (-2.937897, -2.530549, -3.309422)
H (-2.078028, -0.915058, -3.548378)
H (-0.867404, -1.157734, -0.197843)
H (-1.191125, -0.128657, -1.683022)
H (0.759329, -1.227696, -2.801910)
H (1.007085, -2.175098, -1.226979)
H (-0.745527, -2.661242, -3.238445)
H (1.928778, 1.952655, 3.840594)
H (0.095965, 4.737318, 5.041590)
H (0.968258, 3.346521, 5.708300)
H (1.177798, 3.270693, -0.388143)
H (3.975934, 2.458850, 0.826323)

Cartesian forces (eV/Å) of the 2 atoms listed first:
0.743 -0.972 -0.036
-1.967 0.770 -1.254

[3]
# C3H9BrNO

A structure of composition C3H9BrNO in a non-equilibrium geometry (ωB97M-V/def2-TZVPD, the Open Molecules 2025 dataset).

Its charge is +1. The value obtained for the LUMO energy is -3.42 eV. As for the gap between HOMO and LUMO: 0.386 Ha.

Atoms and positions in Å:
C (-0.129990, 1.622279, -0.547230)
C (0.797176, -2.016377, 1.032055)
C (-0.523035, -0.693561, 0.254320)
N (0.068320, 0.629324, 0.494662)
O (-0.635541, -1.016676, -1.111929)
Br (2.544522, -1.606565, 0.365115)
H (0.157361, 1.166179, -1.476943)
H (-1.136244, 1.837450, -0.661620)
H (0.328757, 2.542648, -0.422651)
H (0.367416, -2.798215, 0.561780)
H (0.536096, -1.624308, 2.070208)
H (-1.480153, -1.035515, 0.832857)
H (-0.309819, 0.822217, 1.375154)
H (1.136289, 0.453189, 0.373365)
H (0.194164, -0.962663, -1.639852)

Cartesian forces (eV/Å) of the 2 atoms listed first:
-0.940 -0.774 -1.309
-1.623 6.725 1.062

[4]
# C5H7NO2

The molecule C5H7NO2 in a non-equilibrium geometry (ωB97M-V/def2-TZVPD, the Open Molecules 2025 dataset).

The value obtained for the LUMO energy is 0.73 eV. As for the gap between HOMO and LUMO: 0.362 Ha. The SMILES is C/C=N/OC=C=CO.

Atoms and positions in Å:
C (0.252653, 2.550898, -0.161567)
C (0.124039, 1.138315, -0.483267)
N (-0.087163, 0.635167, -1.633629)
O (0.083926, -0.702953, -1.959431)
C (0.190344, -1.907071, -1.229274)
C (0.003280, -2.137234, 0.002032)
C (-0.336990, -2.900296, 0.981302)
O (-1.634028, -3.291235, 1.212172)
H (-0.457399, 3.207293, -0.765025)
H (-0.273201, 2.860279, 0.781346)
H (1.340186, 2.742437, -0.217146)
H (0.342820, 0.443809, 0.348040)
H (0.546396, -2.741903, -1.951940)
H (0.380863, -3.311455, 1.759017)
H (-2.166853, -3.071044, 0.521794)

Cartesian forces (eV/Å) of the 2 atoms listed first:
-2.300 2.241 -0.258
0.046 -3.604 0.801

[5]
# C32H22N12OPdSe

A structure of composition C32H22N12OPdSe (ωB97M-V/def2-TZVPD, the Open Molecules 2025 dataset).

Its charge is +4. The value obtained for the LUMO energy is -14.60 eV. As for the gap between HOMO and LUMO: 0.094 Ha.

Atoms and positions in Å:
Pd (-1.984702, -0.775615, -0.390898)
Se (-9.024608, -3.239893, -1.683759)
N (-7.567087, -3.164968, -2.684097)
C (-6.621576, -2.641144, -1.945606)
C (-5.262569, -2.417862, -2.419108)
C (-4.819616, -2.746239, -3.703649)
C (-3.508505, -2.490634, -4.045651)
C (-2.659379, -1.905913, -3.112835)
N (-3.072538, -1.583407, -1.887974)
C (-4.355638, -1.843024, -1.536242)
C (-4.726676, -1.490726, -0.185854)
N (-3.744798, -0.961092, 0.584515)
C (-4.028261, -0.595029, 1.833084)
C (-5.298403, -0.751575, 2.376428)
C (-6.301593, -1.302140, 1.607238)
C (-6.017617, -1.683148, 0.292387)
C (-6.995022, -2.273834, -0.611548)
N (-8.240685, -2.501688, -0.279707)
H (-5.512096, -3.197939, -4.402993)
H (-3.126958, -2.737261, -5.026085)
H (-1.628695, -1.698788, -3.356984)
H (-3.227342, -0.163723, 2.414411)
H (-5.481947, -0.438775, 3.394284)
H (-7.302928, -1.443881, 1.994357)
C (1.028325, -0.334765, 4.264800)
N (0.273446, -0.011937, 3.053628)
C (-0.302245, -0.815866, 2.160621)
N (-0.918426, -0.067677, 1.249645)
C (-0.678408, 1.215138, 1.651995)
N (0.034885, 1.281214, 2.744375)
C (2.380747, 0.351307, 4.282525)
C (3.004744, 0.681324, 5.513390)
C (4.262008, 1.291387, 5.591027)
C (4.928616, 1.623562, 4.438710)
C (4.306434, 1.315831, 3.182390)
C (3.035701, 0.656837, 3.132699)
C (4.886390, 1.711336, 2.010845)
N (6.087271, 2.442664, 1.827992)
N (6.228064, 2.664658, 0.602574)
C (5.131024, 2.082298, -0.082896)
O (4.326173, 1.482023, 0.810028)
C (4.853885, 2.119567, -1.419829)
C (5.711066, 2.856710, -2.302488)
C (5.343622, 2.970914, -3.620551)
C (4.164230, 2.367336, -4.061194)
C (3.312634, 1.608733, -3.209792)
C (2.081293, 0.956321, -3.809241)
N (1.286358, 0.206823, -2.843085)
C (0.085948, 0.457957, -2.321191)
N (-0.244807, -0.544817, -1.513084)
C (0.811289, -1.406556, -1.597933)
N (1.757426, -0.976768, -2.388621)
C (3.664564, 1.477570, -1.905308)
H (1.150379, -1.418475, 4.302408)
H (0.436506, -0.034023, 5.128774)
H (-0.267742, -1.893857, 2.193408)
H (-1.051248, 2.087037, 1.139127)
H (2.487586, 0.455123, 6.440881)
H (4.693333, 1.510636, 6.558458)
H (5.894784, 2.112748, 4.459601)
H (2.600303, 0.435780, 2.167855)
H (6.615712, 3.314933, -1.921609)
H (5.958261, 3.524302, -4.317737)
H (3.892864, 2.478074, -5.107108)
H (2.389121, 0.245105, -4.577795)
H (1.443248, 1.702223, -4.283626)
H (-0.510182, 1.329332, -2.544019)
H (0.863001, -2.352730, -1.083761)
H (3.071060, 0.888965, -1.220603)

Cartesian forces (eV/Å) of the 2 atoms listed first:
0.101 0.051 -0.008
-0.041 0.078 -0.033

[6]
# H12LiO6

A structure of composition H12LiO6 in a non-equilibrium geometry (ωB97M-V/def2-TZVPD, the Open Molecules 2025 dataset).

Its charge is +1. The value obtained for the LUMO energy is -3.59 eV. As for the gap between HOMO and LUMO: 0.415 Ha.

Atoms and positions in Å:
Li (-0.090297, -0.412757, -0.340956)
O (1.487624, 0.963850, -0.409391)
H (2.159947, 1.026088, 0.164930)
H (1.446988, 1.429068, -1.268576)
O (0.496367, -0.813132, 1.820763)
H (-0.315354, -1.037156, 2.274797)
H (0.555099, -0.015064, 2.214645)
O (0.381132, -0.875214, -2.510252)
H (1.114171, -1.261817, -3.010529)
H (-0.464440, -0.780811, -3.067801)
O (-0.827586, -2.521277, -0.253643)
H (-0.165063, -2.933949, -0.781720)
H (-1.340611, -1.950546, -0.893997)
O (0.414935, 1.554729, 1.792807)
H (-0.178107, 2.126225, 2.133753)
H (0.815649, 2.171177, 1.208594)
O (-1.714381, 0.714468, 0.213892)
H (-1.542593, 1.204038, 0.943656)
H (-2.233481, 1.412080, -0.230970)

Cartesian forces (eV/Å) of the 2 atoms listed first:
0.702 -0.016 0.765
-5.270 -0.901 -4.167

What did we get for relative energy (zero: lowest compared OMol25 entry of this formula, charge and spin)? Answer: 84.2 51.6 51.2 130.7 0.0 56.4 kcal per mole, in the order shown.